1.
108
Properties=species:S:1:pos:R:3:lowdin_charge:R:1 method="wB97M-V/def2-TZVPD" molar_mass_g_mol=753.01 de_lowest_ev=0.000 charge=0 e_tot_ha=-3465.068749
C -0.5732 0.6598 -1.4677 0.00
C 0.2325 -0.2228 -0.5270 -0.26
C 1.0322 0.5111 0.5491 -0.07
O 0.8581 -0.3507 1.6736 0.05
C -0.2343 -1.1261 1.5083 -0.56
O -0.6887 -1.8322 2.3532 0.14
O -0.7350 -0.9157 0.2873 0.07
H -1.3284 0.0136 -1.9217 0.07
H 0.0071 1.0256 -2.3142 0.08
H -1.0201 1.4887 -0.9288 0.07
H 0.8053 -0.9847 -1.0575 0.16
H 0.6263 1.5045 0.7566 0.11
H 2.0900 0.6493 0.3405 0.14
C 0.3456 2.1739 3.7628 -0.01
C 1.7136 1.5775 3.9403 -0.50
O 2.6743 1.9548 3.3148 0.06
C 1.8163 0.4206 4.9212 -0.01
H -0.3215 2.0983 4.6131 0.09
H -0.0509 1.7108 2.8524 0.07
H 0.3968 3.2048 3.3957 0.08
H 0.8528 -0.0660 5.0746 0.08
H 2.1654 0.7403 5.9056 0.09
H 2.5367 -0.3067 4.5503 0.09
C -2.3744 4.1277 -5.4028 -0.01
C -1.5144 4.2771 -4.1539 -0.48
O -1.7284 5.1510 -3.3377 0.05
C -0.3175 3.3912 -3.9566 -0.02
H -2.1354 3.1549 -5.8438 0.05
H -2.1129 4.9254 -6.0932 0.09
H -3.4361 4.0397 -5.1843 0.08
H 0.4945 3.8457 -4.5356 0.10
H -0.4267 2.4054 -4.4159 0.05
H -0.1071 3.3338 -2.8954 0.04
C 0.9665 5.5555 0.5855 -0.01
C 0.1310 4.4472 -0.0070 -0.48
O 0.6047 3.7249 -0.8534 0.04
C -1.3272 4.3391 0.3755 0.00
H 0.6821 5.8430 1.5995 0.08
H 0.9016 6.4760 -0.0035 0.10
H 2.0360 5.3428 0.5849 0.07
H -1.5512 3.2760 0.4850 0.07
H -2.0028 4.7838 -0.3520 0.09
H -1.5118 4.7967 1.3496 0.08
C 1.6866 -4.6233 2.9998 -0.02
C 1.3959 -4.5801 1.5243 -0.50
O 2.2507 -4.3052 0.7086 0.05
C -0.0171 -4.8661 1.0542 -0.02
H 0.9773 -3.9018 3.4285 0.07
H 2.7249 -4.4160 3.2393 0.08
H 1.4134 -5.5344 3.5408 0.08
H 0.0458 -4.8032 -0.0291 0.08
H -0.7657 -4.2079 1.4906 0.05
H -0.2624 -5.8933 1.3395 0.09
C -4.2876 -1.5422 -1.2728 -0.02
C -4.5292 -2.5084 -0.1452 -0.49
O -5.6161 -2.7389 0.3202 0.07
C -3.3006 -3.2426 0.3350 -0.01
H -3.5992 -0.7513 -0.9747 0.08
H -5.2382 -1.1086 -1.5898 0.08
H -3.8780 -2.0305 -2.1587 0.07
H -3.3921 -3.4007 1.4106 0.05
H -2.3890 -2.6827 0.1480 0.05
H -3.2472 -4.2461 -0.0896 0.10
C 6.9764 4.2120 1.4846 -0.21
C 6.0369 3.0069 1.3894 -0.24
C 5.1054 3.0466 0.1774 -0.21
S 6.2225 3.7195 -1.0950 0.69
O 5.5037 4.6007 -1.9996 -0.34
O 7.0145 2.6387 -1.6554 -0.33
C 7.2396 4.7163 0.0664 -0.20
H 7.8747 3.8977 2.0152 0.11
H 6.5414 4.9787 2.1251 0.11
H 5.4266 2.8976 2.2915 0.11
H 6.5956 2.0672 1.4130 0.12
H 4.2847 3.7337 0.3835 0.10
H 4.6850 2.0834 -0.0913 0.10
H 6.8725 5.7355 -0.0346 0.10
H 8.2444 4.6364 -0.3415 0.10
C -2.6137 -3.2460 5.2499 -0.22
C -4.1608 -3.1369 5.3076 -0.21
C -4.7046 -4.0013 4.1823 -0.20
S -3.6367 -5.4930 4.1431 0.69
O -3.1284 -5.7275 2.8099 -0.34
O -4.2466 -6.5000 4.9864 -0.33
C -2.2627 -4.7249 5.0721 -0.21
H -2.1473 -2.8698 6.1621 0.11
H -2.2273 -2.5898 4.4666 0.10
H -4.4261 -2.0906 5.1744 0.11
H -4.4208 -3.4925 6.3047 0.12
H -4.5342 -3.5583 3.2013 0.08
H -5.7493 -4.2649 4.3177 0.11
H -1.3649 -4.9034 4.4850 0.08
H -2.1910 -5.2190 6.0386 0.10
C 0.4050 -2.1443 -6.3960 -0.22
C -0.6907 -1.9730 -7.4691 -0.20
C -1.9880 -1.7188 -6.7149 -0.23
S -1.6364 -0.8953 -5.1627 0.68
O -2.1790 -1.6619 -4.0648 -0.33
O -1.9475 0.5074 -5.3440 -0.33
C 0.1559 -1.2181 -5.2216 -0.21
H 1.4324 -2.0728 -6.7580 0.12
H 0.3973 -3.1985 -6.0909 0.12
H -0.6380 -2.8086 -8.1599 0.12
H -0.4227 -1.0777 -8.0403 0.12
H -2.4658 -2.6802 -6.4944 0.11
H -2.7767 -1.2341 -7.2897 0.11
H 0.4972 -1.5242 -4.2359 0.10
H 0.6038 -0.2351 -5.3950 0.10


2.
115
Properties=species:S:1:pos:R:3:lowdin_charge:R:1 method="wB97M-V/def2-TZVPD" molar_mass_g_mol=816.80 de_lowest_ev=0.000 charge=0 e_tot_ha=-3022.868780
C -7.0846 5.6975 20.8485 -0.12
C -5.9798 4.7456 20.6474 -0.10
O -4.8775 5.5286 21.1920 0.07
C -5.3249 6.4689 22.0198 -0.60
O -4.5915 7.1332 22.7184 0.14
O -6.6376 6.6125 21.8838 0.08
H -8.0428 5.2112 21.0310 0.13
H -7.2598 6.3204 19.9713 0.13
H -5.8570 4.5064 19.5911 0.14
H -6.0810 3.8332 21.2352 0.13
C -11.1888 10.8360 26.6398 -0.06
C -10.0241 11.8237 26.7321 -0.20
O -9.3785 11.9741 25.4768 0.04
C -8.2375 12.5995 25.3587 -0.69
O -7.6266 13.1323 26.2201 0.15
O -8.0563 12.7612 24.0853 0.01
C -7.0387 13.6673 23.5364 0.00
H -11.4152 10.3738 25.6790 0.08
H -12.1321 11.2367 27.0109 0.07
H -11.0606 10.0339 27.3666 0.07
H -9.2890 11.5606 27.4927 0.12
H -10.4364 12.7911 27.0189 0.12
H -7.2646 14.6973 23.8126 0.09
H -7.1412 13.6225 22.4522 0.09
H -6.0300 13.3643 23.8170 0.10
C -2.9410 16.1171 36.1575 -0.07
C -3.5891 15.6724 34.8531 -0.28
O -3.2909 14.3573 34.7006 0.04
C -3.6599 13.7205 33.5752 -0.48
O -4.0536 14.3251 32.5409 0.08
O -3.5879 12.3670 33.7442 0.00
C -3.9860 11.5319 32.6583 -0.06
H -1.8693 16.2349 35.9973 0.08
H -2.9846 15.3302 36.9105 0.08
H -3.3348 17.0655 36.5228 0.08
H -3.1142 16.3786 34.1720 0.13
H -4.6543 15.9033 34.8429 0.13
H -5.0553 11.4731 32.4551 0.09
H -3.6949 10.4917 32.8046 0.09
H -3.5301 11.8777 31.7306 0.09
C -12.6092 -0.3588 31.4632 -0.08
C -12.8671 -1.8210 31.3638 -0.21
O -14.2725 -2.0037 31.6539 0.01
C -15.2241 -2.1877 30.6784 -0.56
O -16.4180 -2.2605 30.9636 0.10
O -14.7281 -2.3731 29.4779 -0.01
C -15.5581 -2.4636 28.2761 0.00
H -13.2815 0.1530 30.7745 0.08
H -11.6155 0.0046 31.2013 0.08
H -12.7962 0.0788 32.4438 0.08
H -12.3145 -2.4015 32.1026 0.13
H -12.6762 -2.1733 30.3501 0.12
H -16.5881 -2.8052 28.3791 0.10
H -15.0157 -3.0892 27.5672 0.09
H -15.5659 -1.5574 27.6706 0.09
C -16.5553 -4.1699 19.7311 -0.06
C -16.0478 -5.3302 20.6079 -0.20
O -16.9831 -5.7184 21.5628 0.08
C -18.0109 -6.3689 21.2793 -0.67
O -18.2649 -6.8333 20.1593 0.09
O -18.7385 -6.5999 22.3213 0.03
C -19.7009 -7.6026 22.2878 -0.06
H -15.7363 -3.6384 19.2466 0.07
H -17.0759 -3.4191 20.3256 0.08
H -17.2236 -4.5156 18.9425 0.07
H -15.1885 -4.8657 21.0916 0.12
H -15.7213 -6.1996 20.0372 0.13
H -20.2370 -7.6648 23.2348 0.10
H -19.2267 -8.5689 22.1157 0.10
H -20.4396 -7.4894 21.4943 0.10
C -5.6229 -1.3066 30.7569 -0.06
C -5.2044 -0.4234 31.8938 -0.27
O -4.7755 0.8113 31.4836 0.04
C -3.5373 1.0819 31.0804 -0.61
O -2.6200 0.2949 30.9716 0.12
O -3.4774 2.3075 30.6318 0.01
C -2.2864 2.9040 30.0540 -0.01
H -6.5749 -0.9937 30.3280 0.08
H -5.8770 -2.2671 31.2052 0.08
H -4.8506 -1.4085 29.9946 0.09
H -4.4639 -0.9867 32.4617 0.13
H -5.9603 -0.0923 32.6058 0.13
H -1.3540 2.6257 30.5451 0.09
H -2.3383 3.9918 30.0994 0.09
H -2.1842 2.5453 29.0299 0.10
C -9.3336 0.4226 23.9372 -0.06
C -9.6893 0.4887 25.4682 -0.19
O -9.8601 1.8414 25.8954 0.01
C -8.8221 2.6873 26.0273 -0.54
O -7.7125 2.5753 25.4998 0.09
O -9.1665 3.7584 26.7793 -0.02
C -8.2088 4.8254 27.0411 -0.02
H -9.3733 -0.6432 23.7124 0.07
H -8.3364 0.7978 23.7073 0.06
H -10.0452 1.0033 23.3502 0.07
H -8.9657 -0.1039 26.0280 0.12
H -10.6457 0.0250 25.7095 0.12
H -7.2499 4.5764 27.4955 0.09
H -8.6821 5.4365 27.8097 0.09
H -8.0999 5.4011 26.1220 0.10
C -7.2257 -8.9250 28.3039 -0.04
C -8.7616 -9.1149 28.6265 -0.21
O -9.4742 -8.9214 27.4732 0.00
C -9.6739 -7.7137 26.9640 -0.49
O -9.5202 -6.6017 27.5167 0.10
O -10.0498 -7.8411 25.6189 -0.03
C -10.3588 -9.0815 24.9096 -0.05
H -6.8630 -7.9298 28.0470 0.08
H -7.0227 -9.6382 27.5050 0.07
H -6.6238 -9.2068 29.1679 0.07
H -9.1261 -8.3865 29.3508 0.12
H -8.9552 -10.1122 29.0214 0.13
H -9.5421 -9.8025 24.9461 0.08
H -10.3904 -8.9687 23.8259 0.08
H -11.3088 -9.5607 25.1462 0.09


3.
106
Properties=species:S:1:pos:R:3:lowdin_charge:R:1 method="wB97M-V/def2-TZVPD" molar_mass_g_mol=777.66 charge=+1 e_tot_ha=-7185.876708
C 0.7932 -3.1231 3.0950 0.07
C -0.2929 -3.6043 4.0086 -0.15
N -0.2777 -3.3978 5.5373 -0.05
C -0.2799 -1.9114 5.9521 0.08
C -0.2668 -1.4460 7.5207 0.09
C -0.3057 -2.6219 8.7047 0.04
C -0.2997 -2.0883 10.2493 -0.23
O -0.4032 -0.7447 10.4545 0.00
O -0.1387 -2.8968 11.4709 -0.02
C -0.3481 -4.1700 8.1754 0.01
C -0.4450 -5.3547 9.3528 -0.21
C 1.0276 -5.9024 9.8407 -0.12
C -0.3055 -4.5506 6.5457 -0.08
C -0.3030 -6.1467 6.0438 -0.59
Br 1.3567 -6.5906 4.9430 0.67
C -1.6993 -6.6030 5.3163 -0.68
C -1.5737 -6.9549 3.7205 -0.20
Br -3.2040 -5.2690 5.6613 0.63
H 1.8929 -2.8744 3.4081 0.10
H 0.5254 -2.9995 1.9386 0.11
H -1.2361 -4.1151 3.5459 0.11
H -0.2862 -1.0532 5.1269 0.14
H -0.2469 -0.3102 7.8415 0.13
H -1.0403 -3.0099 11.9405 0.16
H -1.0436 -6.2969 8.9290 0.11
H -1.1110 -4.9897 10.2748 0.12
H 1.0234 -7.0934 9.7578 0.09
H 1.9215 -5.4292 9.2389 0.09
H 1.1178 -5.6929 11.0119 0.10
H -0.1909 -6.8469 7.0048 0.10
H -2.0677 -7.6082 5.8446 0.12
H -2.6790 -6.9633 3.2700 0.10
H -1.1963 -8.0695 3.6259 0.10
H -0.9110 -6.2215 3.0958 0.06
C 0.3917 0.3091 -2.0121 -0.11
O 1.0369 1.5013 -1.5822 -0.19
C 0.1204 2.5275 -1.1780 -0.20
C 0.1759 2.7363 0.3457 -0.19
N -0.4134 1.5998 1.0612 -0.05
C -0.1496 1.6095 2.5047 -0.20
C 1.3209 1.5113 2.9610 -0.22
O 1.9342 0.2512 2.6812 -0.21
C 2.4482 0.1242 1.3623 -0.10
H 1.1434 -0.3341 -2.4782 0.09
H -0.0358 -0.2286 -1.1650 0.07
H -0.3865 0.5248 -2.7518 0.09
H -0.8999 2.3327 -1.5222 0.12
H 0.4595 3.4510 -1.6617 0.12
H -0.3717 3.6485 0.6038 0.12
H 1.2225 2.8763 0.6199 0.10
H -0.0437 0.7357 0.6764 0.06
H -0.6895 0.7518 2.9231 0.10
H -0.6027 2.5075 2.9413 0.12
H 1.3249 1.6041 4.0526 0.11
H 1.9369 2.3367 2.5903 0.11
H 2.8139 1.0746 0.9616 0.09
H 1.6887 -0.3039 0.7066 0.06
H 3.2845 -0.5791 1.3889 0.09
C 3.8289 -4.1195 -8.0427 -0.11
O 3.9876 -2.8698 -7.3829 -0.20
C 3.6033 -1.7493 -8.1911 -0.20
C 2.3069 -1.1140 -7.6581 -0.20
N 1.1502 -1.9834 -7.8964 -0.05
C -0.0599 -1.5669 -7.1785 -0.19
C -0.0085 -1.5651 -5.6366 -0.22
O 0.0978 -2.8667 -5.0563 -0.19
C 1.4220 -3.3785 -4.9918 -0.10
H 4.3205 -4.8870 -7.4383 0.09
H 2.7738 -4.3815 -8.1301 0.07
H 4.2962 -4.1063 -9.0331 0.09
H 3.5195 -2.0102 -9.2505 0.12
H 4.4087 -1.0115 -8.0973 0.12
H 2.1455 -0.1534 -8.1578 0.12
H 2.4474 -0.9262 -6.5926 0.10
H 1.3800 -2.9301 -7.6093 0.07
H -0.8550 -2.2556 -7.4877 0.12
H -0.3547 -0.5709 -7.5298 0.12
H -0.9649 -1.1635 -5.2842 0.12
H 0.7600 -0.8954 -5.2377 0.10
H 2.1689 -2.5917 -4.8480 0.09
H 1.6410 -3.9584 -5.8896 0.07
H 1.4812 -4.0644 -4.1428 0.09
C -2.7203 7.3179 -6.0756 -0.11
O -1.5449 7.7582 -5.4073 -0.20
C -1.7060 9.0231 -4.7512 -0.20
C -1.7093 8.8459 -3.2225 -0.20
N -2.9364 8.1859 -2.7651 -0.06
C -2.8842 7.7451 -1.3664 -0.19
C -1.8261 6.6865 -0.9922 -0.22
O -2.0593 5.4006 -1.5704 -0.19
C -1.5780 5.2545 -2.8996 -0.10
H -2.4545 6.4600 -6.6997 0.09
H -3.4765 6.9943 -5.3594 0.07
H -3.1263 8.1037 -6.7215 0.09
H -2.5939 9.5608 -5.0975 0.12
H -0.8309 9.6247 -5.0232 0.12
H -1.6290 9.8285 -2.7465 0.12
H -0.8253 8.2641 -2.9576 0.10
H -3.1151 7.3735 -3.3478 0.06
H -3.8722 7.3290 -1.1366 0.12
H -2.7573 8.6238 -0.7230 0.12
H -1.8907 6.5375 0.0913 0.12
H -0.8023 7.0221 -1.1854 0.11
H -0.6750 5.8441 -3.0856 0.09
H -2.3628 5.5167 -3.6105 0.07
H -1.3364 4.2006 -3.0604 0.07


4.
130
Properties=species:S:1:pos:R:3:lowdin_charge:R:1 method="wB97M-V/def2-TZVPD" molar_mass_g_mol=1146.64 charge=0 e_tot_ha=-5796.754471
O 4.6328 -5.9810 4.3664 0.05
C 4.5918 -4.7805 3.7744 -0.14
O 5.7697 -3.8595 3.6554 0.00
C 5.1577 -2.5198 3.6748 -0.20
O 5.5461 -1.3610 4.2142 0.05
C 3.7080 -2.5613 2.9089 0.08
C 2.9268 -1.2767 2.2546 -0.10
F 3.9748 -0.5025 1.4896 0.00
F 1.8786 -1.6186 1.2625 0.03
C 2.3983 -0.2066 3.4263 -0.12
F 1.0361 0.3159 3.0887 0.03
F 3.2952 1.0093 3.4444 0.02
F 2.4652 -0.7700 4.7991 0.03
C 3.3630 -4.0049 3.0153 0.01
C 1.9889 -4.7134 2.4665 -0.12
C 0.5962 -3.9731 2.9540 -0.16
C -0.6908 -3.9937 1.9160 -0.01
C -2.0532 -3.2045 2.4114 -0.03
C -2.1275 -2.4242 3.8772 -0.04
C -0.8277 -2.4563 4.9222 -0.05
C 0.5198 -3.2440 4.4204 -0.05
H 1.9992 -4.9233 1.2914 0.14
H 1.9593 -5.8004 2.9591 0.13
H -0.5674 -4.5578 0.8881 0.09
H -2.9590 -3.1883 1.6564 0.07
H -3.0848 -1.8296 4.2229 0.09
H -0.9071 -1.9276 5.9665 0.09
H 1.4893 -3.2675 5.1134 0.10
C 8.1041 -2.6453 2.3914 -0.11
O 8.7847 -2.7060 1.1557 -0.22
P 9.9750 -3.7868 1.0448 0.44
O 9.6496 -5.1417 1.5900 -0.24
O 11.2232 -3.0565 1.7578 -0.22
C 11.4656 -1.6938 1.4694 -0.11
O 10.3594 -3.7570 -0.5199 -0.23
C 11.2553 -4.7548 -0.9644 -0.11
H 7.5957 -1.6807 2.4629 0.09
H 7.3618 -3.4445 2.4398 0.07
H 8.8031 -2.7364 3.2274 0.10
H 10.9416 -1.0744 2.2007 0.09
H 11.1353 -1.4279 0.4602 0.09
H 12.5390 -1.5033 1.5497 0.09
H 10.8388 -5.7486 -0.7798 0.09
H 12.2169 -4.6531 -0.4545 0.09
H 11.4090 -4.6350 -2.0399 0.09
C -4.5512 -7.4477 1.0259 -0.11
O -5.7429 -6.7621 0.7037 -0.23
P -6.1529 -5.5420 1.6735 0.45
O -5.0334 -4.6150 2.0289 -0.24
O -6.8487 -6.2705 2.9324 -0.22
C -7.7575 -7.3254 2.6871 -0.11
O -7.3883 -4.8529 0.9017 -0.22
C -7.8431 -3.6204 1.4213 -0.11
H -4.5712 -8.4280 0.5435 0.09
H -3.6931 -6.8843 0.6539 0.09
H -4.4622 -7.5900 2.1064 0.09
H -7.2152 -8.2736 2.6921 0.09
H -8.2722 -7.2027 1.7288 0.09
H -8.5025 -7.3404 3.4869 0.09
H -7.0365 -2.8824 1.4092 0.09
H -8.2111 -3.7537 2.4420 0.09
H -8.6602 -3.2547 0.7940 0.09
C -2.4175 -1.7498 -2.7371 -0.12
O -1.8075 -0.8043 -1.8839 -0.23
P -2.7595 -0.1126 -0.7828 0.44
O -3.6612 -1.0537 -0.0480 -0.25
O -3.5221 1.0438 -1.6079 -0.22
C -2.7755 1.8384 -2.5079 -0.11
O -1.7237 0.7016 0.1451 -0.23
C -2.2505 1.2623 1.3300 -0.10
H -1.7949 -1.8697 -3.6271 0.09
H -2.4945 -2.7100 -2.2233 0.08
H -3.4109 -1.4132 -3.0464 0.09
H -2.8103 1.3837 -3.5005 0.09
H -1.7335 1.9423 -2.1888 0.08
H -3.2285 2.8319 -2.5585 0.09
H -2.6681 0.4787 1.9679 0.08
H -3.0228 1.9976 1.0888 0.09
H -1.4428 1.7605 1.8723 0.09
C -2.2453 7.7907 1.3792 -0.11
O -1.8908 6.7894 0.4487 -0.23
P -0.5155 5.9994 0.7346 0.44
O -0.3221 5.5622 2.1524 -0.24
O 0.6221 6.9965 0.1766 -0.22
C 0.4108 7.6378 -1.0655 -0.11
O -0.5405 4.8062 -0.3483 -0.23
C 0.4577 3.8158 -0.2129 -0.11
H -2.9628 8.4668 0.9079 0.09
H -2.7100 7.3298 2.2531 0.09
H -1.3684 8.3676 1.6855 0.09
H -0.0696 8.6033 -0.8928 0.08
H -0.2112 7.0332 -1.7334 0.09
H 1.3795 7.8058 -1.5434 0.09
H 0.3822 3.3315 0.7644 0.08
H 1.4493 4.2602 -0.3330 0.09
H 0.3107 3.0603 -0.9891 0.08
C -4.6177 -6.1625 -3.9294 -0.11
O -3.4569 -6.7983 -4.4216 -0.23
P -2.3229 -5.8378 -5.0452 0.45
O -2.0120 -4.6196 -4.2340 -0.24
O -2.8550 -5.5352 -6.5368 -0.22
C -3.3843 -6.6034 -7.2969 -0.11
O -1.0790 -6.8352 -5.2797 -0.22
C 0.1465 -6.2340 -5.6436 -0.11
H -5.4222 -6.8999 -3.8730 0.09
H -4.4233 -5.7692 -2.9297 0.09
H -4.9305 -5.3519 -4.5933 0.09
H -4.4635 -6.6563 -7.1370 0.09
H -2.9264 -7.5601 -7.0256 0.09
H -3.1933 -6.4098 -8.3556 0.09
H 0.4700 -5.5326 -4.8698 0.09
H 0.0425 -5.7130 -6.5990 0.09
H 0.9044 -7.0151 -5.7456 0.09
C -2.8713 13.8787 -0.1506 -0.11
O -2.1907 13.8180 -1.3863 -0.23
P -1.0004 12.7372 -1.4972 0.44
O -1.3258 11.3823 -0.9520 -0.25
O 0.2478 13.4675 -0.7842 -0.22
C 0.4902 14.8302 -1.0726 -0.11
O -0.6160 12.7671 -3.0619 -0.22
C 0.2799 11.7692 -3.5064 -0.11
H -3.3797 14.8433 -0.0791 0.09
H -3.6136 13.0795 -0.1022 0.09
H -2.1723 13.7876 0.6853 0.09
H -0.0338 15.4496 -0.3413 0.09
H 0.1599 15.0961 -2.0818 0.09
H 1.5636 15.0207 -0.9923 0.09
H -0.1366 10.7754 -3.3218 0.08
H 1.2416 11.8709 -2.9966 0.09
H 0.4337 11.8890 -4.5820 0.09